(1)
Molecular formula: C5H15NO
Method: DFT, ωB97M-V with the def2-TZVPD basis set

XYZ file:
```
22
Properties=species:S:1:pos:R:3:nbo_charge:R:1
C -0.9889 -0.9959 0.1584 -0.213
N 0.4269 -0.7653 -0.0520 -0.467
C 1.1150 -0.0892 1.0355 -0.208
C 1.6127 1.3302 0.7216 -0.638
C 0.8322 -0.5355 -1.4296 -0.407
C -1.3389 -2.0107 1.2351 -0.627
H -1.4890 -0.0484 0.4588 0.161
H -1.3930 -1.3153 -0.8045 0.196
H 0.4413 -0.1655 1.8881 0.199
H 2.0078 -0.6672 1.3406 0.177
H 2.4274 1.5909 1.4006 0.214
H 0.8447 2.0717 0.9169 0.211
H 1.9372 1.4258 -0.3144 0.209
H 0.5846 -1.4096 -2.0234 0.205
H 0.4827 0.4061 -1.8729 0.150
H 1.9267 -0.5310 -1.3736 0.205
H -0.6296 -2.8481 1.2014 0.211
H -2.3039 -2.5040 1.1397 0.218
H -1.1964 -1.6354 2.2429 0.203
H -0.9502 1.6556 -1.0615 0.463
H -1.6313 2.4051 -2.1157 0.463
O -1.4191 2.4931 -1.1770 -0.925
```

Results
Gap between HOMO and LUMO in eV: 8.9
SMILES: CCN(C)CC.O
Relative energy (zero: lowest compared OMol25 entry of this formula, charge and spin) in kcal per mole: 30.9
E_tot in a.u.: -329.45834

=====

(2)
Molecular formula: C3H4Cl2Si
Method: DFT, ωB97M-V with the def2-TZVPD basis set

XYZ file:
```
10
Properties=species:S:1:pos:R:3:nbo_charge:R:1
C -0.3689 -0.6275 0.6635 -0.104
C 0.4055 0.0179 -0.1995 -0.479
C -0.9967 0.4122 -0.2362 -0.392
Si 2.2478 0.1913 -0.5883 1.311
Cl 3.4300 1.4922 0.6186 -0.397
Cl 3.0623 -1.6007 -0.1155 -0.357
H -0.3157 -1.1474 1.5925 0.237
H -1.5486 0.1937 -1.0493 0.185
H -1.4033 1.2400 0.3625 0.181
H 2.6127 0.6301 -1.8672 -0.185
```

Results
Gap between HOMO and LUMO in eV: 10.0
SMILES: Cl[SiH](Cl)C1=CC1
Relative energy (zero: lowest compared OMol25 entry of this formula, charge and spin) in kcal per mole: 22.5
E_tot in a.u.: -1326.58238

=====

(3)
Molecular formula: C2H3AgFO
Method: DFT, ωB97M-V with the def2-TZVPD basis set

XYZ file:
```
8
Properties=species:S:1:pos:R:3:nbo_charge:R:1
C -0.4892 2.7362 -0.6661 0.439
C 0.1224 2.3262 -1.6260 -0.445
F -1.1015 2.9353 0.4291 -0.248
H 0.5756 2.1163 -2.5795 0.256
H 0.4275 -0.8843 -1.6177 0.529
Ag -1.9715 -1.8498 -0.1526 0.983
O -0.2806 -1.5622 -1.6480 -1.034
H -0.1694 -2.0434 -2.4739 0.520
```

Results
Charge: +1
Gap between HOMO and LUMO in eV: 7.3
Relative energy (zero: lowest compared OMol25 entry of this formula, charge and spin) in kcal per mole: 0.0
E_tot in a.u.: -399.68043